This record from OMol25 describes a 4-piece molecular cluster, C18H27ClF9IO8Si overall at a distorted geometry. The level of theory is ωB97M-V/def2-TZVPD.

```
65
Properties=species:S:1:pos:R:3:lowdin_charge:R:1
I 5.196 0.220 2.035 0.76
Cl 2.718 -5.134 4.320 0.21
Si 3.140 -2.987 4.402 0.21
F 0.662 0.928 -0.500 0.13
F 0.787 -0.788 -1.836 0.14
F -3.201 5.589 -2.331 0.14
F -7.055 -3.458 -2.004 0.14
F -7.592 -1.707 -3.188 0.14
F -2.184 6.121 -0.476 0.14
F 2.363 -0.431 -0.371 0.10
F -4.320 6.502 -0.699 0.14
F -6.662 -1.459 -1.231 0.14
O 2.759 2.193 -1.678 0.01
O -5.180 -3.239 -3.959 0.01
O 2.517 0.736 -3.434 0.15
O 2.324 0.461 4.552 -0.25
O -2.806 3.271 -0.969 0.01
O -4.461 3.955 0.467 0.14
O 3.364 -2.659 6.111 -0.24
O -4.343 -1.438 -2.809 0.13
C -3.633 4.208 -0.403 -0.32
C -6.629 -2.213 -2.365 -0.47
C -2.903 -4.075 -3.883 -0.06
C -3.950 -3.333 -4.692 -0.21
C 1.489 -2.156 3.869 -0.20
C 2.299 1.043 -2.265 -0.32
C 4.634 -2.735 3.263 -0.34
C 1.815 -0.461 3.410 -0.20
C -5.253 -2.231 -3.032 -0.31
C 1.531 0.194 -1.253 -0.47
C 5.584 -1.446 3.467 -0.75
C -3.340 5.595 -0.974 -0.47
C -2.948 1.928 -0.482 -0.20
C 2.640 3.925 -3.375 -0.06
C 3.541 3.060 -2.513 -0.21
C 5.664 -0.783 4.951 -0.21
C -4.112 1.234 -1.165 -0.07
C 0.742 0.682 4.137 -0.08
H 4.131 3.698 -1.846 0.13
H -3.053 1.916 0.609 0.13
H -3.599 -2.341 -4.997 0.13
H 6.055 -1.567 5.757 0.09
H -3.282 -5.052 -3.566 0.08
H 6.478 0.082 4.941 0.08
H 0.671 -2.093 4.717 0.11
H -4.002 1.279 -2.253 0.08
H -1.992 -4.221 -4.470 0.08
H 4.250 2.485 -3.119 0.13
H 4.665 -0.343 5.373 0.08
H 4.242 -2.720 2.135 0.10
H 0.978 1.740 4.525 0.13
H -4.173 0.186 -0.857 0.07
H 1.051 -2.623 2.866 0.10
H 5.312 -3.716 3.326 0.10
H 6.697 -1.787 3.196 0.09
H 2.176 -0.252 2.224 0.11
H 4.301 -3.011 6.319 0.08
H 0.578 1.093 3.025 0.05
H 3.229 4.643 -3.953 0.08
H -2.644 -3.525 -2.973 0.08
H 1.923 4.472 -2.754 0.08
H -2.018 1.403 -0.722 0.11
H -5.061 1.722 -0.921 0.08
H -4.169 -3.893 -5.608 0.13
H 2.057 3.315 -4.072 0.08
```

SMILES	C[C@H](I)C[Si@](O)(Cl)C[C@H]1CO1.CCOC(=O)C(F)(F)F.CCOC(=O)C(F)(F)F.CCOC(=O)C(F)(F)F
orbital gap	8.23	eV
HOMO	-8.524	eV
E_LUMO	-0.298	eV

This record from OMol25 describes C18H27ClNO4P2Zn as an isolated structure at a distorted geometry. The level of theory is ωB97M-V/def2-TZVPD.

```
54
Properties=species:S:1:pos:R:3:lowdin_charge:R:1
Zn 0.017 0.321 -0.287 0.53
Cl 0.579 -4.882 6.662 0.71
P -2.147 1.132 0.201 0.78
P 2.015 0.078 -1.347 0.83
O 0.038 -3.254 -2.730 -0.10
O -3.223 0.376 -4.887 -0.09
O 0.542 -0.443 1.703 -0.03
O -0.250 -2.328 0.732 0.08
N 0.169 2.261 -1.007 -0.04
C -0.841 4.347 -1.767 -0.02
C 0.256 -1.664 1.786 -0.45
C -2.185 2.539 -0.769 -0.30
C 0.239 -4.547 4.014 -0.06
C 0.367 -2.410 2.983 -0.17
C 0.526 -3.881 5.244 -0.62
C 0.438 4.814 -1.979 -0.06
C 3.342 -0.933 -0.622 -0.23
C -2.371 1.498 1.986 -0.23
C 0.673 -1.735 4.175 0.03
C -3.530 -0.009 -0.155 -0.26
C 2.172 -0.214 -3.132 -0.23
C 0.185 -3.774 2.854 0.01
C -0.944 3.073 -1.150 -0.37
C 1.414 2.730 -1.273 -0.35
C 0.711 -2.482 5.351 -0.06
C 2.622 1.808 -1.170 -0.25
C 1.560 4.056 -1.637 -0.06
H 1.429 0.378 -3.691 0.07
H -1.689 5.018 -1.768 0.12
H -3.120 3.067 -0.884 0.07
H -4.494 0.473 0.141 0.06
H 2.575 4.396 -1.868 0.11
H 3.183 0.086 -3.454 0.07
H 4.265 -0.691 -1.181 0.07
H 0.088 -2.241 -2.758 0.03
H 3.436 -0.695 0.456 0.06
H 2.012 -1.297 -3.266 0.04
H -0.080 -4.158 1.874 0.13
H -0.431 -1.498 0.217 0.03
H -3.524 -0.283 -1.234 0.05
H -2.579 0.416 -5.639 0.05
H -3.407 -0.938 0.446 0.04
H -1.373 1.725 2.409 0.04
H -4.006 0.855 -5.217 0.04
H 0.773 -0.671 4.151 0.12
H 0.884 -2.031 6.331 0.12
H 3.416 1.986 -1.912 0.11
H 3.177 1.870 -0.219 0.11
H 3.052 -1.986 -0.799 0.06
H -2.826 0.562 2.389 0.05
H 0.578 5.852 -2.282 0.12
H -3.081 2.344 2.112 0.06
H -0.697 -3.392 -2.057 0.06
H 0.065 -5.623 3.925 0.12
```

orbital gap	6.27	eV
net charge	+1
energy relative to the best compared isomer or geometry (same formula, charge and spin)	0.0	kcal per mole
HOMO	-9.491	eV
E_LUMO	-3.225	eV

This record from OMol25 describes C18H27CuN5O7Ta as an isolated structure at a distorted geometry. The level of theory is ωB97M-V/def2-TZVPD.

```
59
Properties=species:S:1:pos:R:3:lowdin_charge:R:1
Ta 0.254 -0.014 0.027 1.88
Cu -2.287 1.305 1.477 0.59
O -3.927 -0.758 0.986 0.20
O -1.583 2.654 7.280 0.10
O -0.996 1.314 8.889 0.12
O -0.800 1.546 2.523 -0.06
O 1.792 -3.283 5.813 0.09
O 0.405 -0.283 2.061 -0.15
O 1.339 -2.769 7.879 0.11
N 0.819 -1.494 -1.047 -0.26
N 1.311 -2.532 6.665 -0.32
N -1.050 1.621 7.693 -0.31
N 0.263 1.640 -0.998 -0.26
N -1.692 -0.671 0.046 0.00
C -0.344 2.476 -2.031 -0.66
C 2.209 -1.771 -0.581 -0.08
C -0.131 0.515 2.926 -0.44
C 1.253 -3.119 -2.876 -0.03
C -0.514 1.037 5.337 0.10
C -0.452 0.705 6.704 -0.07
C -0.816 -1.739 -2.814 -0.04
C 0.026 0.183 4.381 -0.10
C -1.850 2.273 -1.989 -0.04
C 0.223 2.013 -3.373 -0.02
C 0.140 -0.454 7.178 0.13
C -0.465 -3.515 -1.102 -0.02
C -0.036 3.967 -1.854 -0.03
C -2.841 -0.485 0.500 -0.39
C 0.214 -2.467 -1.971 -0.66
C 1.676 1.991 -0.628 -0.10
C 0.672 -1.284 6.201 -0.07
C 0.629 -1.005 4.813 0.10
H 1.801 -2.372 -3.458 0.10
H -1.573 -1.231 -2.196 0.05
H -2.273 2.796 -2.863 0.12
H 2.130 1.286 0.117 0.07
H -0.597 4.522 -2.618 0.11
H 0.178 -0.694 8.238 0.15
H 2.287 2.027 -1.537 0.11
H -0.039 0.964 -3.567 0.07
H 0.270 -3.975 -0.429 0.10
H 1.945 -3.760 -2.320 0.10
H 1.066 -1.714 4.117 0.13
H -0.991 1.963 5.038 0.14
H 1.021 4.202 -2.015 0.10
H 1.695 2.998 -0.196 0.11
H -0.218 2.631 -4.169 0.11
H -2.142 1.215 -2.051 0.07
H -0.885 -4.283 -1.768 0.11
H -1.271 -3.066 -0.505 0.07
H -1.325 -2.491 -3.436 0.11
H 0.724 -3.768 -3.584 0.11
H -0.366 4.329 -0.876 0.10
H 1.316 2.121 -3.395 0.09
H 2.879 -1.672 -1.441 0.11
H 2.550 -1.063 0.197 0.08
H 2.259 -2.797 -0.198 0.11
H -0.313 -1.023 -3.481 0.08
H -2.280 2.702 -1.071 0.08
```

orbital gap	7.17	eV
net charge	+2
energy relative to the best compared isomer or geometry (same formula, charge and spin)	31.5	kcal per mole
HOMO	-15.818	eV
E_LUMO	-8.651	eV

This record from OMol25 describes a 2-piece molecular cluster, C18H27F3N2O4P overall at a distorted geometry. The level of theory is ωB97M-V/def2-TZVPD.

```
55
Properties=species:S:1:pos:R:3:lowdin_charge:R:1
P -3.434 -0.437 -0.424 0.79
F 2.417 -0.963 -2.335 0.10
F 2.635 1.088 -1.682 0.10
F 3.165 0.546 -3.705 0.08
O 4.755 -0.809 -0.847 -0.17
O -5.005 2.157 0.714 0.11
O 5.542 -0.667 -3.023 -0.13
O -2.852 2.281 -0.030 -0.01
N -1.366 3.120 3.382 0.11
N -2.868 -1.097 0.886 -0.23
C -0.165 -1.844 4.522 -0.12
C -2.663 1.171 -0.932 -0.59
C -0.017 -2.366 2.180 -0.06
C -0.375 0.797 0.264 -0.18
C -3.814 2.136 0.933 -0.50
C 4.698 -0.121 -1.943 -0.55
C 0.341 -0.583 0.455 -0.12
C -2.336 3.214 2.574 -0.23
C 4.259 -2.408 -4.222 -0.09
C 5.438 -2.034 -3.328 -0.30
C 0.191 -1.035 1.902 -0.24
C -0.189 -2.740 3.487 -0.11
C -3.195 1.534 -2.347 -0.05
C -3.273 2.020 2.354 -0.07
C 3.227 0.113 -2.411 -0.55
C -1.141 0.923 -1.078 -0.16
C 0.254 -0.139 2.940 -0.07
C 0.080 -0.522 4.246 -0.09
H -0.380 -3.785 3.720 0.10
H -0.234 -1.297 -0.142 0.09
H -3.624 -1.236 1.550 -0.02
H -0.744 1.812 -1.581 0.12
H -0.044 -3.101 1.386 0.11
H 4.434 -3.384 -4.686 0.06
H 5.085 0.927 -1.903 0.13
H 3.336 -2.487 -3.654 0.05
H 4.113 -1.663 -5.006 0.07
H -0.845 3.996 3.413 0.05
H -2.512 4.136 2.002 0.12
H -1.042 0.999 1.097 0.06
H 0.413 1.555 0.276 0.11
H 0.121 0.242 5.013 0.10
H 0.442 0.893 2.667 0.10
H -4.078 2.127 3.080 0.12
H -4.192 1.099 -2.479 0.06
H -2.491 1.201 -3.107 0.08
H -3.322 2.616 -2.401 0.09
H -0.335 -2.189 5.535 0.09
H -2.652 1.134 2.497 0.10
H -0.932 0.062 -1.717 0.12
H -3.198 -1.278 -1.542 0.03
H 1.386 -0.567 0.144 0.12
H -4.831 -0.228 -0.387 0.02
H 5.465 -2.653 -2.425 0.11
H 6.354 -2.265 -3.885 0.10
```

orbital gap	6.06	eV
net charge	-1
HOMO	-3.713	eV
E_LUMO	2.351	eV

This record from OMol25 describes a 6-piece molecular cluster, C18H27F4O16 overall at a distorted geometry. The level of theory is ωB97M-V/def2-TZVPD.

```
65
Properties=species:S:1:pos:R:3:lowdin_charge:R:1
F -2.618 -2.369 -2.585 0.02
F -0.252 -4.002 1.000 0.12
F 2.958 1.423 -2.088 0.15
F -3.753 1.616 -0.472 0.03
O -0.972 -6.364 -1.712 0.09
O -2.445 2.828 -3.180 0.08
O -1.270 -0.506 3.229 -0.19
O 0.020 -4.447 -2.292 0.13
O -0.511 -0.419 -0.670 -0.41
O -4.314 2.997 -4.440 0.09
O -4.192 1.524 -2.684 0.11
O 1.962 -2.617 2.561 0.13
O -1.993 -4.416 -1.515 0.13
O 2.111 3.538 1.862 -0.15
O 0.719 2.459 -5.691 0.11
O 1.944 -3.760 4.401 0.15
O 1.121 0.501 -4.764 0.08
O 0.169 -3.768 3.112 0.18
O 0.946 1.237 3.099 -0.09
O 1.564 2.238 -3.545 0.14
C 2.273 1.301 2.593 -0.16
C -3.153 1.216 -1.671 -0.24
C 1.810 1.177 -2.534 -0.34
C -3.700 2.513 -3.466 -0.54
C 2.436 2.182 1.470 -0.18
C 1.346 -3.298 3.478 -0.63
C 0.707 0.644 4.182 -0.30
C -0.790 0.377 4.222 -0.16
C 2.284 4.465 0.920 -0.21
C -1.764 -3.017 -1.658 -0.22
C 1.015 -2.184 1.625 -0.06
C -0.285 -3.072 -2.149 -0.06
C -0.143 -3.102 1.932 -0.36
C -1.936 0.035 2.045 -0.06
C -0.974 -5.135 -1.928 -0.63
C -2.030 2.105 -2.027 -0.09
C 1.666 -0.015 -3.483 0.01
C 1.115 1.835 -4.704 -0.59
H 1.062 -0.739 -3.153 0.05
H 0.337 -2.363 -1.586 0.08
H -1.621 2.733 -1.094 0.20
H 1.357 4.545 0.346 0.07
H 1.296 -0.218 4.476 0.12
H 2.912 1.609 3.276 0.09
H -2.830 0.107 -1.856 0.18
H 2.424 5.681 1.166 0.14
H 1.161 1.392 4.965 0.16
H 3.501 2.124 0.972 0.16
H -1.388 1.518 -2.562 0.09
H 3.120 4.312 0.191 0.09
H -1.485 1.059 4.339 0.07
H -0.361 0.415 -0.164 -0.11
H -2.662 0.681 2.240 0.03
H 1.964 1.775 0.514 0.13
H -2.279 -0.699 1.320 0.08
H 2.740 -0.276 -3.512 0.15
H -0.133 -2.562 -3.185 0.16
H -1.174 -2.481 2.057 0.19
H 1.169 1.021 -1.704 0.11
H 0.652 -1.306 1.813 0.05
H -1.169 -0.147 5.115 0.14
H -1.290 0.748 1.499 0.08
H -1.900 -2.559 -0.686 0.13
H 2.478 0.310 2.177 0.14
H 1.047 -2.403 0.563 0.14
```

orbital gap	8.31	eV
net charge	-1
energy relative to the best compared isomer or geometry (same formula, charge and spin)	0.0	kcal per mole
HOMO	-5.986	eV
E_LUMO	2.323	eV

This record from OMol25 describes C18H27F5HgN4O4Te as an isolated structure. The level of theory is ωB97M-V/def2-TZVPD.

```
60
Properties=species:S:1:pos:R:3:lowdin_charge:R:1
Hg 0.233 -0.065 0.857 1.18
Te 2.267 2.736 -0.887 1.83
F 0.733 3.148 -2.002 -0.48
F 2.713 4.600 -1.115 -0.48
F 3.151 2.446 -2.509 -0.41
F 3.999 2.565 -0.086 -0.48
F -3.810 3.778 2.297 -0.18
O 1.812 0.962 -0.657 -0.71
O -0.431 -1.949 -0.127 -0.15
O -0.079 -3.854 -1.230 0.02
O 2.208 -1.562 0.216 -0.10
N -1.319 1.368 8.073 0.13
N -4.344 2.424 0.165 -0.09
N -2.006 0.792 -0.001 -0.13
N -1.131 0.286 -2.692 0.21
C -0.243 0.532 -3.374 -0.21
C -3.068 0.494 0.950 -0.21
C -0.505 -0.618 3.756 -0.13
C 1.835 -2.520 -0.786 -0.53
C 2.637 -3.791 -0.547 -0.03
C 0.973 -0.170 -5.418 -0.09
C 0.010 1.696 3.448 -0.13
C -0.081 0.411 2.908 -0.27
C -0.821 -0.380 5.084 -0.05
C -4.424 0.985 0.462 -0.18
C 0.310 -2.815 -0.705 -0.63
C -0.724 0.913 5.596 -0.25
C -3.323 2.697 -0.861 -0.18
C 0.876 0.826 -4.263 -0.23
C -0.309 1.955 4.772 -0.04
C 2.098 -1.943 -2.173 -0.02
C -1.054 1.166 6.972 -0.20
C -1.974 2.206 -0.362 -0.22
H 0.756 1.850 -4.616 0.12
H 3.167 -1.754 -2.308 0.10
H -1.693 2.779 0.530 0.12
H -5.184 0.828 1.228 0.12
H 3.701 -3.584 -0.687 0.08
H -5.247 2.753 -0.158 0.12
H -3.564 2.185 -1.802 0.12
H 2.484 -4.139 0.475 0.09
H 1.556 -1.003 -2.289 0.05
H 1.104 -1.184 -5.042 0.07
H 1.829 0.078 -6.045 0.07
H -0.243 2.959 5.170 0.11
H 0.075 -0.148 -6.034 0.08
H -3.095 -0.583 1.119 0.12
H -0.593 -1.628 3.375 0.09
H -4.008 3.259 1.490 0.00
H 0.328 2.525 2.827 0.09
H -4.712 0.420 -0.435 0.12
H 1.780 0.815 -3.656 0.09
H -1.146 -1.187 5.728 0.11
H 2.317 -4.573 -1.232 0.08
H 1.762 -2.648 -2.933 0.10
H -3.294 3.772 -1.048 0.12
H -2.825 0.977 1.901 0.11
H 2.667 -0.821 -0.199 0.05
H -1.213 2.361 -1.125 0.07
H -2.062 0.215 -0.837 0.05
```

orbital gap (spin up / spin down)	8.70 / 6.23	eV
net charge	-1
energy relative to the best compared isomer or geometry (same formula, charge and spin)	0.0	kcal per mole
HOMO (spin up / spin down)	-6.215 / -6.213	eV
spin multiplicity	2
⟨S²⟩	0.760
E_LUMO (spin up / spin down)	2.487 / 0.020	eV

Please write out number 5 again, unchanged.
This record from OMol25 describes a 6-piece molecular cluster, C18H27F4O16 overall at a distorted geometry. The level of theory is ωB97M-V/def2-TZVPD.

```
65
Properties=species:S:1:pos:R:3:lowdin_charge:R:1
F -2.618 -2.369 -2.585 0.02
F -0.252 -4.002 1.000 0.12
F 2.958 1.423 -2.088 0.15
F -3.753 1.616 -0.472 0.03
O -0.972 -6.364 -1.712 0.09
O -2.445 2.828 -3.180 0.08
O -1.270 -0.506 3.229 -0.19
O 0.020 -4.447 -2.292 0.13
O -0.511 -0.419 -0.670 -0.41
O -4.314 2.997 -4.440 0.09
O -4.192 1.524 -2.684 0.11
O 1.962 -2.617 2.561 0.13
O -1.993 -4.416 -1.515 0.13
O 2.111 3.538 1.862 -0.15
O 0.719 2.459 -5.691 0.11
O 1.944 -3.760 4.401 0.15
O 1.121 0.501 -4.764 0.08
O 0.169 -3.768 3.112 0.18
O 0.946 1.237 3.099 -0.09
O 1.564 2.238 -3.545 0.14
C 2.273 1.301 2.593 -0.16
C -3.153 1.216 -1.671 -0.24
C 1.810 1.177 -2.534 -0.34
C -3.700 2.513 -3.466 -0.54
C 2.436 2.182 1.470 -0.18
C 1.346 -3.298 3.478 -0.63
C 0.707 0.644 4.182 -0.30
C -0.790 0.377 4.222 -0.16
C 2.284 4.465 0.920 -0.21
C -1.764 -3.017 -1.658 -0.22
C 1.015 -2.184 1.625 -0.06
C -0.285 -3.072 -2.149 -0.06
C -0.143 -3.102 1.932 -0.36
C -1.936 0.035 2.045 -0.06
C -0.974 -5.135 -1.928 -0.63
C -2.030 2.105 -2.027 -0.09
C 1.666 -0.015 -3.483 0.01
C 1.115 1.835 -4.704 -0.59
H 1.062 -0.739 -3.153 0.05
H 0.337 -2.363 -1.586 0.08
H -1.621 2.733 -1.094 0.20
H 1.357 4.545 0.346 0.07
H 1.296 -0.218 4.476 0.12
H 2.912 1.609 3.276 0.09
H -2.830 0.107 -1.856 0.18
H 2.424 5.681 1.166 0.14
H 1.161 1.392 4.965 0.16
H 3.501 2.124 0.972 0.16
H -1.388 1.518 -2.562 0.09
H 3.120 4.312 0.191 0.09
H -1.485 1.059 4.339 0.07
H -0.361 0.415 -0.164 -0.11
H -2.662 0.681 2.240 0.03
H 1.964 1.775 0.514 0.13
H -2.279 -0.699 1.320 0.08
H 2.740 -0.276 -3.512 0.15
H -0.133 -2.562 -3.185 0.16
H -1.174 -2.481 2.057 0.19
H 1.169 1.021 -1.704 0.11
H 0.652 -1.306 1.813 0.05
H -1.169 -0.147 5.115 0.14
H -1.290 0.748 1.499 0.08
H -1.900 -2.559 -0.686 0.13
H 2.478 0.310 2.177 0.14
H 1.047 -2.403 0.563 0.14
```

orbital gap	8.31	eV
net charge	-1
energy relative to the best compared isomer or geometry (same formula, charge and spin)	0.0	kcal per mole
HOMO	-5.986	eV
E_LUMO	2.323	eV

Which formula does entry 2 have? C18H27ClNO4P2Zn